ORCA calculation (ωB97M-V/def2-TZVPD) on C36H32F6IN13O2Ru as an isolated structure.

The geometry in XYZ format:
```
91
Properties=species:S:1:pos:R:3:forces:R:3
I 3.287 2.536 4.094 0.070 -0.031 -0.068
Ru 1.593 -0.147 2.310 -0.215 -0.112 0.353
F 3.246 -0.662 5.168 0.002 0.038 0.049
F 3.618 -0.833 3.026 -0.087 -0.088 0.021
F 4.485 -2.251 4.426 0.025 -0.030 -0.013
F 0.569 -3.789 5.117 -0.001 -0.024 -0.004
F 2.554 -3.653 5.975 0.020 0.005 0.013
F 1.178 -1.989 6.134 -0.019 0.008 -0.006
O 1.091 -1.658 3.445 0.066 0.242 -0.003
O 0.008 2.000 -3.257 0.011 0.005 0.001
N 1.375 -1.560 0.578 0.167 -0.061 -0.117
N 3.253 3.098 0.187 -0.045 -0.011 -0.058
N 0.297 -3.192 -0.503 -0.036 -0.002 0.000
N -1.808 2.182 -4.479 -0.014 0.007 0.027
N 2.442 1.274 1.016 0.208 0.075 -0.078
N -1.403 3.455 -4.103 -0.015 -0.001 0.018
N -4.416 -0.204 0.307 0.030 0.001 -0.033
N -0.418 0.163 2.054 0.192 0.237 -0.137
N 1.211 -2.615 -1.309 -0.037 0.057 -0.002
N -5.643 -0.163 0.900 -0.009 0.016 0.018
N -6.208 -1.292 0.778 -0.002 -0.005 0.012
N -2.426 0.602 1.329 -0.020 0.002 -0.005
N 4.177 2.154 -0.082 0.008 0.030 -0.026
C -3.536 0.913 0.434 -0.005 -0.002 0.012
C -3.096 -2.060 -0.829 -0.008 0.003 0.003
C 2.231 2.571 0.845 -0.148 -0.037 -0.032
C -1.941 -2.168 -4.698 0.000 0.006 0.008
C -5.350 -2.148 0.112 0.018 0.002 -0.003
C 3.668 1.073 0.445 -0.028 0.077 -0.003
C -0.343 3.307 -3.390 0.006 -0.014 -0.035
C 1.601 -2.967 5.330 0.007 0.018 0.015
C 0.838 6.607 -2.103 0.005 0.006 -0.001
C 1.839 -1.638 -0.660 0.000 -0.035 0.008
C 0.106 5.664 -2.803 0.001 -0.007 -0.009
C 0.120 -2.185 -3.448 -0.021 -0.035 0.000
C -0.584 1.041 -0.303 0.003 -0.015 0.012
C -0.904 -2.867 -4.090 -0.011 0.005 0.020
C -1.111 0.616 1.021 -0.062 -0.142 -0.042
C -4.180 -1.454 -0.189 -0.007 -0.001 -0.008
C 1.529 3.932 -1.910 -0.012 -0.003 -0.005
C -3.250 -3.391 -1.148 0.008 0.004 0.006
C -5.499 -3.493 -0.234 -0.003 -0.004 -0.001
C 2.495 -3.604 3.076 -0.038 0.020 -0.013
C 0.102 -0.797 -3.427 0.011 0.012 0.004
C 0.427 -2.539 0.625 -0.031 -0.002 -0.031
C 1.223 -2.931 -2.735 -0.037 -0.037 0.011
C -0.961 1.362 -3.965 0.009 0.009 -0.027
C -1.969 -0.786 -4.662 0.012 0.007 -0.011
C 0.453 4.320 -2.701 0.012 0.004 0.007
C 3.393 4.470 -0.290 0.024 0.016 0.013
C 2.244 4.876 -1.187 -0.003 -0.009 0.015
C 1.528 1.395 3.669 -0.196 -0.199 0.030
C 3.378 -1.565 4.218 0.031 0.006 -0.070
C -1.319 -0.146 3.055 -0.003 0.007 0.042
C -4.436 -4.098 -0.862 0.001 -0.003 0.004
C -2.569 0.121 2.612 0.017 0.003 0.022
C 1.893 6.217 -1.289 -0.015 0.005 0.008
C 2.120 -2.428 3.978 -0.009 -0.049 -0.012
C -0.939 -0.097 -4.023 0.004 -0.004 -0.010
H -0.796 2.094 -0.504 0.006 0.006 0.006
H 2.211 -2.681 -3.123 -0.011 0.044 0.006
H -4.126 1.735 0.836 -0.006 -0.002 -0.006
H -0.899 -3.951 -4.110 0.000 -0.001 0.000
H 1.206 0.992 4.630 0.034 -0.009 0.000
H 0.491 0.891 -0.331 -0.049 0.005 -0.012
H -3.534 0.006 3.075 -0.008 0.003 -0.006
H 2.597 -1.017 -1.109 0.029 -0.011 0.022
H -6.411 -4.026 -0.003 -0.001 0.001 0.000
H -2.429 -3.911 -1.622 0.012 -0.001 -0.012
H 0.901 -0.245 -2.945 0.010 -0.011 0.001
H 1.080 -4.006 -2.821 0.043 -0.002 -0.009
H -1.024 0.450 -1.109 -0.013 0.001 -0.005
H 1.611 -4.220 2.926 0.004 0.004 -0.015
H 2.824 -3.222 2.111 0.047 -0.018 0.019
H 0.575 7.653 -2.175 0.000 0.000 0.000
H 1.362 3.124 1.158 0.026 0.008 0.051
H -0.734 5.952 -3.421 -0.002 -0.001 -0.001
H -0.149 -2.755 1.510 0.002 0.011 0.007
H 3.455 5.130 0.575 0.019 0.010 -0.009
H 4.179 0.124 0.440 0.003 -0.006 0.023
H 4.349 4.503 -0.810 -0.007 -0.013 -0.011
H 0.785 2.129 3.357 0.022 0.032 0.047
H -2.179 -1.533 -1.061 0.014 0.004 -0.005
H -2.737 -2.709 -5.192 -0.001 0.000 -0.002
H -4.501 -5.141 -1.139 0.002 -0.001 -0.001
H 1.796 2.884 -1.861 0.005 -0.001 0.007
H -3.127 1.200 -0.533 0.007 0.000 0.004
H 2.440 6.962 -0.724 0.002 0.000 0.001
H -0.988 -0.544 3.998 -0.002 -0.007 -0.010
H 3.285 -4.214 3.508 -0.016 -0.011 0.022
H -2.774 -0.229 -5.121 -0.002 -0.002 -0.002
```
Forces are in eV/Å.

- net charge = +1
- <S²> = 0.754
- strongest force on any atom (eV/A) = 0.43
- 2S+1 = 2
- relative energy (zero: lowest compared OMol25 entry of this formula, charge and spin) (kcal/mol) = 0.0
- DFT total energy (Eh) = -3245.00564

---

ORCA calculation (ωB97M-V/def2-TZVPD) on C36H32I2IrN3O2P2Te as an isolated structure.

The geometry in XYZ format:
```
79
Properties=species:S:1:pos:R:3:forces:R:3
Ir 0.179 1.616 1.049 1.708 -1.670 0.758
I -0.608 4.510 3.902 0.317 -1.070 -0.916
I -1.170 6.475 5.822 -0.295 1.035 1.028
Te 1.445 -3.023 1.303 -0.089 -0.054 -0.108
P 0.266 -0.197 -0.388 -0.499 0.727 0.349
P -0.428 -0.532 2.268 -1.089 0.843 -0.954
O 2.446 2.520 -3.845 0.035 0.036 0.019
O 1.882 1.993 2.683 0.066 0.185 -0.131
N 0.996 3.191 -0.091 -0.721 -0.241 -0.539
N 0.997 -6.318 -2.292 0.027 0.179 0.157
N 3.561 4.491 -3.928 -0.130 -0.069 0.018
C -1.220 -0.234 -1.401 0.007 -0.052 -0.120
C 0.849 -6.613 -1.002 0.055 0.093 -0.152
C -4.240 0.073 0.779 0.007 -0.001 -0.022
C -2.075 0.122 1.819 -0.140 -0.360 -0.189
C -1.018 -1.802 6.077 -0.013 0.001 0.006
C 2.571 -0.562 -3.710 0.054 -0.043 -0.035
C 1.472 -0.434 -2.874 0.013 -0.123 0.038
C -3.410 2.142 1.693 -0.060 -0.052 0.054
C -2.847 -1.492 -2.649 -0.002 -0.010 -0.012
C 0.133 -1.504 0.860 0.370 0.002 0.168
C -1.870 0.951 -1.737 -0.045 -0.126 -0.142
C -0.626 -1.057 4.974 0.054 -0.009 -0.018
C 1.167 5.541 -0.465 0.072 0.149 0.030
C 1.297 -4.370 -0.326 -0.140 0.054 0.063
C -4.397 1.437 1.026 -0.018 -0.013 -0.064
C 1.484 -4.053 -1.658 0.038 -0.116 -0.093
C 1.660 -0.383 -1.492 0.134 0.012 0.064
C 2.954 -0.400 -0.958 0.025 -0.078 -0.051
C 3.850 -0.621 -3.176 0.008 -0.001 -0.049
C 0.984 -5.676 0.019 -0.059 -0.089 0.024
C -1.708 -1.458 -1.861 -0.017 -0.021 0.048
C -2.256 1.476 2.107 -0.504 0.353 0.173
C 1.826 5.318 -1.664 0.088 0.065 -0.107
C 2.711 3.605 -3.366 0.082 0.053 -0.060
C -1.602 -3.047 5.897 -0.010 -0.024 -0.029
C -0.830 -1.563 3.692 0.672 0.167 0.396
C 1.314 -5.060 -2.602 -0.026 -0.184 0.065
C -1.805 -3.550 4.615 -0.005 0.019 0.064
C -3.081 -0.583 1.161 -0.028 -0.024 -0.058
C -3.498 -0.307 -2.980 -0.005 -0.007 -0.002
C 2.068 4.013 -2.063 -0.010 0.018 0.038
C -1.418 -2.813 3.508 -0.078 0.039 -0.018
C 4.044 -0.530 -1.801 0.007 0.012 0.025
C 0.773 4.463 0.292 -0.019 -0.131 0.130
C 1.623 2.977 -1.256 -0.011 0.212 0.135
C -3.012 0.911 -2.527 0.050 -0.028 0.023
H -3.226 -2.440 -3.010 0.015 0.047 0.023
H 1.777 -3.071 -1.976 0.044 0.322 -0.089
H -1.489 1.903 -1.393 0.030 0.069 0.078
H 0.259 4.604 1.235 -0.032 -0.024 -0.091
H -1.901 -3.632 6.757 0.003 0.025 -0.038
H 4.705 -0.723 -3.835 -0.061 0.004 0.047
H 5.045 -0.560 -1.389 -0.044 0.002 -0.021
H 0.837 -5.980 1.048 -0.021 0.008 -0.022
H 1.450 -4.842 -3.657 -0.015 -0.024 0.054
H -1.583 -3.206 2.514 0.010 -0.018 -0.027
H -2.267 -4.519 4.479 0.017 0.024 0.005
H -5.307 1.937 0.716 0.060 -0.022 0.001
H -0.162 -0.086 5.115 -0.021 -0.072 -0.017
H 1.777 1.959 -1.575 -0.005 -0.019 -0.005
H 3.979 4.252 -4.812 0.007 -0.004 -0.002
H -3.520 1.831 -2.788 0.020 -0.033 0.008
H 2.670 2.487 2.426 0.080 0.046 0.001
H 3.106 -0.316 0.111 -0.012 -0.027 0.052
H -1.589 1.985 2.802 0.036 0.008 -0.095
H 0.603 -7.643 -0.764 0.014 0.039 -0.028
H 0.949 6.542 -0.120 0.012 -0.041 -0.011
H 2.120 6.159 -2.282 -0.036 -0.061 0.035
H -4.388 -0.337 -3.599 0.048 0.001 0.040
H -1.205 -2.384 -1.592 -0.020 0.051 -0.029
H -0.862 -1.412 7.075 -0.005 -0.020 -0.039
H 3.825 5.355 -3.492 0.021 -0.011 0.018
H -5.028 -0.476 0.276 0.051 0.026 0.027
H -2.949 -1.637 0.939 -0.023 0.075 0.002
H 0.479 -0.381 -3.297 -0.011 -0.002 0.006
H -3.540 3.193 1.928 -0.013 -0.075 0.003
H 2.425 -0.604 -4.782 0.012 0.022 0.058
H 1.576 2.398 3.507 -0.041 0.020 0.052
```
Forces are in eV/Å.

- net charge = +2
- <S²> = 6.019
- strongest force on any atom (eV/A) = 2.51
- 2S+1 = 5
- relative energy (zero: lowest compared OMol25 entry of this formula, charge and spin) (kcal/mol) = 66.0
- DFT total energy (Eh) = -3355.62789

---

ORCA calculation (ωB97M-V/def2-TZVPD) on C36H32N4O2SSbSn as an isolated structure.

The geometry in XYZ format:
```
77
Properties=species:S:1:pos:R:3:forces:R:3
Sb 0.234 1.021 0.596 -0.229 -0.286 -0.361
Sn -0.436 -1.391 -0.902 0.062 0.087 -0.406
S -2.915 1.218 -4.375 0.039 -0.010 0.060
O 3.268 -2.912 -0.883 -0.043 0.021 0.226
O 1.898 -3.600 -3.477 -0.054 0.023 -0.108
N -1.738 0.146 -2.402 -0.003 -0.220 0.119
N 1.080 -2.566 -1.573 0.476 1.077 -0.658
N 0.105 -2.803 0.789 0.133 0.303 0.122
N -1.359 -2.598 -2.456 -0.212 -0.435 0.123
C 2.180 -3.473 1.768 -0.036 -0.006 0.011
C -0.451 -3.228 -3.238 -0.032 0.136 -0.059
C -2.669 -2.707 -2.733 0.043 -0.052 -0.055
C -3.174 2.220 2.960 0.008 -0.013 -0.068
C -0.835 -3.981 -4.325 -0.005 0.036 -0.045
C 2.104 -2.781 -0.662 -0.212 -0.599 0.362
C 1.665 4.764 -1.088 0.011 -0.077 -0.044
C 1.812 0.272 1.697 0.193 -0.063 0.296
C 3.355 0.387 -0.322 0.092 0.108 -0.036
C -1.642 0.332 -3.699 0.018 0.076 -0.080
C 0.749 5.028 -2.092 -0.002 0.051 -0.033
C -3.584 -0.081 2.385 -0.010 -0.046 -0.029
C -3.117 -3.468 -3.793 -0.041 0.057 0.041
C 1.449 -2.991 0.706 0.086 0.005 0.050
C -3.977 1.094 3.015 0.010 -0.004 0.011
C 0.544 2.720 -0.584 0.374 0.219 -0.120
C -1.963 2.223 2.264 0.005 -0.052 0.189
C -0.389 2.989 -1.584 -0.118 -0.014 0.020
C 2.613 -0.303 3.887 -0.077 -0.101 -0.051
C 1.560 0.034 3.051 -0.046 0.014 0.016
C -2.191 -4.112 -4.602 0.050 -0.044 -0.019
C -0.288 4.143 -2.340 0.000 -0.015 0.006
C 0.146 -3.584 3.030 -0.155 -0.038 -0.054
C -1.586 1.035 1.624 -0.046 0.312 0.224
C 1.012 -3.122 -2.840 -0.173 -0.330 0.122
C 2.632 3.429 0.771 -0.021 0.129 0.122
C 1.514 -3.779 2.951 0.087 -0.029 -0.033
C -3.647 1.347 -2.840 0.020 -0.024 0.012
C -1.113 3.463 2.266 0.054 0.057 0.034
C -0.530 -3.084 1.929 0.131 -0.092 0.187
C 4.122 -0.217 1.999 0.006 -0.070 0.008
C 3.888 -0.428 3.354 0.052 -0.011 -0.005
C -2.389 -0.102 1.692 0.058 -0.046 -0.153
C 1.606 3.606 -0.315 -0.070 0.003 0.194
C 3.092 0.135 1.137 -0.071 0.159 -0.118
C -2.886 0.723 -1.905 -0.142 -0.049 -0.046
H -3.483 3.120 3.475 -0.005 0.026 -0.016
H -1.435 4.141 3.054 -0.002 0.011 -0.012
H -4.202 -0.966 2.444 -0.018 -0.010 -0.014
H 0.557 0.130 3.454 0.002 0.055 0.036
H -3.356 -2.168 -2.094 -0.009 -0.018 0.009
H 5.128 -0.311 1.611 -0.013 -0.024 -0.026
H -3.112 0.660 -0.850 -0.015 0.019 0.011
H 2.451 5.481 -0.889 0.028 -0.016 0.017
H 4.422 0.450 -0.527 0.005 -0.024 0.025
H -1.019 4.357 -3.107 -0.013 -0.019 -0.013
H 2.443 -0.460 4.943 -0.024 0.004 0.008
H 3.243 -3.629 1.642 0.005 0.004 0.003
H -2.521 -4.715 -5.438 0.001 0.004 -0.010
H 2.200 3.119 1.725 -0.022 -0.021 -0.013
H -2.078 -1.025 1.201 -0.097 0.073 0.061
H -4.179 -3.552 -3.977 -0.007 -0.010 0.003
H 4.716 -0.687 4.001 0.012 0.022 0.004
H -0.068 -4.457 -4.921 -0.002 -0.001 -0.009
H 2.909 1.321 -0.670 -0.014 -0.130 -0.041
H -4.911 1.129 3.559 -0.009 -0.010 0.020
H 3.396 2.705 0.500 0.049 0.109 0.065
H 0.840 5.937 -2.671 -0.014 0.009 -0.003
H 3.144 4.372 0.951 -0.035 0.014 0.019
H -4.582 1.865 -2.699 -0.020 0.015 -0.002
H 2.056 -4.188 3.794 0.018 0.026 0.014
H -1.602 -2.933 1.954 0.045 -0.013 0.025
H -1.175 4.003 1.320 -0.008 -0.004 -0.015
H -1.207 2.313 -1.763 -0.026 0.081 0.018
H 2.972 -0.407 -0.953 -0.056 -0.254 -0.134
H -0.407 -3.832 3.925 -0.004 -0.013 0.015
H -0.826 -0.035 -4.305 0.038 -0.016 0.009
H -0.058 3.245 2.469 -0.003 -0.038 -0.026
```
Forces are in eV/Å.

- net charge = +3
- strongest force on any atom (eV/A) = 1.35
- DFT total energy (Eh) = -2612.32725

---

Look up the net charge of the second one.
+2